Entry one
The following is a DFT calculation (wB97M-V/def2-TZVPD) of a single C2H7PS2 molecule.

* HOMO level: -7.201 eV
* net charge: 0

Structure (XYZ):
```
12
C2H7PS2 wB97M-V/def2-TZVPD
C -0.6257 -0.9832 1.3516
C 0.2774 -0.7259 0.1784
P -0.3536 2.2239 -1.2107
S 0.9145 1.0511 0.1247
S 0.8268 1.7691 -2.8833
H -1.3873 -0.1993 1.4042
H -0.0852 -0.9897 2.2934
H 1.1648 -1.3497 0.2081
H -0.2471 -0.8687 -0.7626
H -1.1536 -1.9268 1.2396
H 0.3481 1.4282 1.2777
H 0.3208 0.5710 -3.2211
```

***

Entry two
The following is a DFT calculation (wB97M-V/def2-TZVPD) of 2 unconnected molecules or ions with the total composition C2H7PS2.

* HOMO level (spin up / spin down): -6.650 / -6.544 eV
* net charge: 0

Structure (XYZ):
```
12
C2H7PS2 wB97M-V/def2-TZVPD
C -1.6786 -0.4211 -1.3677
C 1.9170 -0.3179 0.8604
P 0.4539 -0.4195 1.8064
S -1.3021 1.5077 -0.9266
S 0.5165 1.6846 -1.5751
H -0.8773 -1.0493 -0.9388
H -1.8403 -0.4352 -2.5331
H -2.6006 -0.7332 -0.8342
H 2.7350 -0.9492 1.0789
H 1.8992 0.1630 -0.1119
H -0.2550 0.8094 1.6410
H 1.0324 0.1606 2.9006
```

***

entry one is favored, and the nearest alternative lies 0.1501 hartree above it.

***

Entry one
The following is a DFT calculation (wB97M-V/def2-TZVPD) of a single CHClFNO2 molecule.

* HOMO level: -11.885 eV
* net charge: 0
* SMILES string: O=[N+]([O-])[C@@H](F)Cl

Structure (XYZ):
```
7
CHClFNO2 wB97M-V/def2-TZVPD
O 1.5468 0.9301 0.3281
N 0.9454 0.0301 -0.1609
O 1.3682 -0.9042 -0.7506
C -0.5706 0.1338 -0.0650
F -1.2111 -0.7948 -0.8073
Cl -0.9015 -0.5001 1.7998
H -1.1771 1.1050 -0.3440
```

***

Entry two
The following is a DFT calculation (wB97M-V/def2-TZVPD) of 2 unconnected molecules or ions with the total composition CHClFNO2.

* HOMO level (spin up / spin down): -10.526 / -12.177 eV
* net charge: 0

Structure (XYZ):
```
7
CHClFNO2 wB97M-V/def2-TZVPD
C -0.4506 -0.4176 -0.0276
N 0.9017 -0.5173 -0.1862
O 1.2744 0.0504 -1.1615
O 1.4998 -1.0403 0.7004
F -1.0752 -0.8871 1.0109
Cl -1.1024 2.5035 0.1906
H -1.0477 0.3085 -0.5265
```

***

entry one is favored, and the nearest alternative lies 0.1011 hartree above it.

***

Entry one
The following is a DFT calculation (wB97M-V/def2-TZVPD) of 2 unconnected molecules or ions with the total composition C3HO3.

* HOMO level: -3.179 eV
* net charge: -1

Structure (XYZ):
```
7
C3HO3 wB97M-V/def2-TZVPD
C -1.6915 -0.5343 0.2523
C 1.4460 0.5981 -0.5637
C -0.4461 -0.4825 0.3554
O 1.1516 1.6687 -0.2781
O 2.1943 -0.2010 -0.9853
O -2.9206 -0.5434 0.1606
H 0.2664 -0.5056 1.0589
```

***

Entry two
The following is a DFT calculation (wB97M-V/def2-TZVPD) of a gas-phase ion, C3HO3 (charge -1).

* HOMO level: -3.826 eV
* net charge: -1
* SMILES string: O=C=CC(=O)[O-]

Structure (XYZ):
```
7
C3HO3 wB97M-V/def2-TZVPD
O 1.3878 1.7914 0.4891
C 0.3563 1.2370 0.2700
C -0.5947 0.4830 -0.1797
C 0.1219 -1.1113 -0.0395
O 0.7053 -1.4907 -1.0437
O -0.2460 -1.5690 1.0248
H -1.7305 0.6597 -0.5209
```

***

entry two is favored, and the nearest alternative lies 0.0143 hartree above it.

***

Entry one
The following is a DFT calculation (wB97M-V/def2-TZVPD) of 2 unconnected molecules or ions with the total composition ClHNO.

* HOMO level (spin up / spin down): -3.793 / -3.793 eV
* net charge: -1

Structure (XYZ):
```
4
ClHNO wB97M-V/def2-TZVPD
N -0.9065 0.1803 -0.3873
O -0.7110 1.2161 0.2763
Cl 1.9132 -0.6758 0.1097
H -0.2957 -0.7206 0.0013
```

***

Entry two
The following is a DFT calculation (wB97M-V/def2-TZVPD) of 2 unconnected molecules or ions with the total composition ClHNO.

* HOMO level (spin up / spin down): -3.651 / -1.760 eV
* net charge: -1

Structure (XYZ):
```
4
ClHNO wB97M-V/def2-TZVPD
N -1.1800 1.0360 -0.2001
O 1.9447 -0.5470 0.1464
Cl -1.8412 -0.3927 0.1286
H 1.0764 -0.0963 -0.0750
```

***

entry one is favored, and the nearest alternative lies 0.1467 hartree above it.

***

Entry one
The following is a DFT calculation (wB97M-V/def2-TZVPD) of a single C3H4I2O molecule.

* HOMO level (spin up / spin down): -8.371 / -8.239 eV
* net charge: 0

Structure (XYZ):
```
10
C3H4I2O wB97M-V/def2-TZVPD
C 0.0335 -0.5116 -0.9375
C 1.0683 -0.2579 0.1706
C -1.1022 0.6725 0.6796
O -1.1747 0.1346 -0.5863
I 1.8486 -1.8437 1.2517
I -0.9356 2.7516 0.8885
H 0.3808 -0.1349 -1.9104
H -0.1585 -1.5865 -1.0434
H 1.7436 0.5711 0.0454
H -1.7039 0.2049 1.4420
```

***

Entry two
The following is a DFT calculation (wB97M-V/def2-TZVPD) of a molecular structure, C3H4I2O.

* HOMO level: -8.948 eV
* net charge: 0

Structure (XYZ):
```
10
C3H4I2O wB97M-V/def2-TZVPD
C 1.1419 -0.1517 -0.4318
C 0.0682 -0.7352 0.4812
C -1.2208 -0.3118 0.5452
O -1.9292 0.6352 -0.0878
I 2.7602 -1.4289 -0.9776
I -2.5510 -1.0490 1.9620
H 0.5930 0.0738 -1.4309
H 1.6913 0.8303 -0.0859
H 0.3089 -1.4472 1.2774
H -1.6387 0.7900 -1.0004
```

***

entry two is favored, and the nearest alternative lies 0.0960 hartree above it.

***

Entry one
The following is a DFT calculation (wB97M-V/def2-TZVPD) of 2 unconnected molecules or ions with the total composition C2H3N4.

* HOMO level (spin up / spin down): -13.375 / -13.375 eV
* net charge: +1

Structure (XYZ):
```
9
C2H3N4 wB97M-V/def2-TZVPD
C -1.6006 -0.7054 0.1342
C -3.5968 0.6327 0.0295
N -2.6811 -0.1569 0.0362
N 1.6794 -0.4148 -0.0633
N 2.7834 -0.2225 -0.0868
N 3.8709 0.1835 0.0433
H -4.5288 0.9990 0.2431
H -0.5158 -0.4153 0.3406
H 4.5894 0.0997 -0.6766
```

***

Entry two
The following is a DFT calculation (wB97M-V/def2-TZVPD) of 2 unconnected molecules or ions with the total composition C2H3N4.

* HOMO level: -14.903 eV
* net charge: +1

Structure (XYZ):
```
9
C2H3N4 wB97M-V/def2-TZVPD
C 1.5978 0.2272 0.2246
C 1.6027 -0.4914 -1.0027
N 1.6801 0.6922 1.2827
N -2.6664 0.1384 0.8737
N -0.7618 0.0985 -0.4224
N -1.6027 0.0298 0.3542
H 1.5668 0.0775 -1.9062
H 1.6662 -1.5566 -0.9344
H -3.0826 0.7845 1.5305
```

***

entry two is favored, and the nearest alternative lies 0.0481 hartree above it.